A structure of composition C22H28AsN3OV in a non-equilibrium geometry. Source: the OMol25 dataset; level of theory: ωB97M-V/def2-TZVPD.

```
! RIJCOSX wB97M-V def2-TZVPD def2/J DEFGRID3
* xyz 4 2
V 1.553 1.114 -1.109
N 1.450 3.001 -1.830
C 2.927 3.003 -2.211
C 3.396 1.618 -2.769
N 3.305 0.434 -1.811
C 4.378 0.302 -0.751
C 4.109 1.269 0.385
N 2.616 1.292 0.650
H 0.877 3.063 -2.681
H 1.193 3.824 -1.280
H 3.499 3.329 -1.347
H 3.103 3.727 -3.007
H 4.427 1.742 -3.111
H 2.804 1.357 -3.654
H 3.319 -0.416 -2.379
H 5.359 0.461 -1.201
H 4.327 -0.734 -0.414
H 4.428 2.286 0.169
H 4.636 0.959 1.287
H 2.385 2.107 1.223
H 2.366 0.482 1.226
O 0.324 0.244 -0.509
As -1.334 -0.625 0.363
C -0.520 -1.567 1.724
C -0.971 -1.325 3.034
C -0.532 -2.158 4.051
C 0.350 -3.193 3.765
C 0.818 -3.411 2.463
C 0.381 -2.610 1.430
C -2.011 -1.659 -1.039
C -1.539 -1.643 -2.350
C -2.147 -2.457 -3.290
C -3.214 -3.271 -2.917
C -3.676 -3.278 -1.608
C -3.074 -2.483 -0.644
C -2.315 0.853 0.906
C -1.716 1.890 1.638
C -2.505 2.918 2.112
C -3.882 2.900 1.868
C -4.469 1.869 1.150
C -3.690 0.838 0.642
H -1.669 -0.525 3.249
H -0.880 -2.002 5.063
H 0.666 -3.856 4.561
H 1.497 -4.231 2.268
H 0.678 -2.832 0.411
H -0.714 -1.008 -2.653
H -1.803 -2.459 -4.315
H -3.676 -3.917 -3.651
H -4.506 -3.914 -1.329
H -3.415 -2.536 0.385
H -0.657 1.875 1.876
H -2.070 3.721 2.692
H -4.498 3.707 2.245
H -5.537 1.867 0.972
H -4.151 0.056 0.051
*
```

Calculated values
Gap between HOMO and LUMO (alpha / beta)   4.5 / 5.2 eV
Relative energy (zero: lowest compared OMol25 entry of this formula, charge and spin)   594.8 kJ/mol
HOMO energy (alpha / beta)   -20.16 / -20.16 eV
M   476.35 g/mol
Expectation value of S²   0.7705
LUMO level (alpha / beta)   -15.63 / -15.00 eV